DFT (ωB97M-V with the def2-TZVPD basis set) results for a molecular structure, C15H19Cl5GeO5RuSe in a non-equilibrium geometry.

Results
Energy above the lowest of the compared OMol25 structures with the same formula, charge and spin   1.667 eV
LUMO (alpha / beta)   -5.168 / -4.779 eV
E_HOMO (alpha / beta)   -11.8842 / -11.9697 eV

```
! RIJCOSX wB97M-V def2-TZVPD def2/J DEFGRID3
* xyz 1 2
Ru -0.95 0.03 -0.09
Se 0.33 1.60 -1.46
Ge 3.50 0.54 -0.67
Cl -3.05 -2.27 -1.84
Cl -1.17 -6.23 1.33
Cl 0.95 -4.24 2.52
Cl 0.96 -1.23 1.41
Cl -3.15 -5.25 -0.87
O -2.32 2.83 1.79
O -0.89 1.09 1.61
O -4.71 2.18 -1.19
O -3.26 -0.22 0.97
O -2.57 1.57 -0.96
C 0.57 3.17 -0.35
C -1.04 -1.98 -0.08
C -0.16 -2.44 0.86
C -1.98 -2.84 -0.61
C -1.11 -4.61 0.79
C -4.27 0.25 0.10
C -3.12 0.60 2.16
C -2.02 -4.17 -0.19
C 2.15 1.24 -1.98
C 3.12 1.18 1.14
C -0.16 -3.74 1.32
C 3.47 -1.39 -0.83
C -2.07 1.65 1.85
C 5.13 1.31 -1.38
C -3.76 1.40 -0.73
H -0.32 3.30 0.26
H 3.71 0.58 1.84
H 5.10 2.40 -1.30
H 2.07 1.08 1.40
H 2.08 0.53 -2.80
H 6.02 0.96 -0.84
H 3.42 2.22 1.25
H -4.32 2.91 -1.71
H -2.77 -0.05 2.94
H -4.06 1.07 2.43
H 3.82 -1.68 -1.82
H 2.52 2.19 -2.38
H 2.48 -1.80 -0.67
H 1.44 3.03 0.28
H 4.15 -1.83 -0.09
H -5.17 0.55 0.64
H 0.70 4.01 -1.03
H 5.24 1.04 -2.43
H -4.52 -0.56 -0.57
*
```